{"formula": "C60H135N5O10", "method": "wB97M-V/def2-TZVPD", "homo_ev": -8.15, "lumo_energy_ev": 0.5, "smiles": "CC1(C)CCCC(C)(C)N1O.CC1(C)CCCC(C)(C)N1O.CC1(C)CCCC(C)(C)N1O.CC1(C)CCCC(C)(C)N1O.CC1(C)CCCC(C)(C)N1O.CC(C)O.CC(C)O.CC(C)O.CC(C)O.CC(C)O", "max_force_ev_per_a": 1.85, "energy_ev": -92330.5549, "e_above_lowest_kcal_mol": 87.14, "symbols": ["C", "C", "C", "C", "C", "C", "C", "C", "C", "N", "O", "H", "H", "H", "H", "H", "H", "H", "H", "H", "H", "H", "H", "H", "H", "H", "H", "H", "H", "H", "C", "C", "C", "C", "C", "C", "C", "C", "C", "N", "O", "H", "H", "H", "H", "H", "H", "H", "H", "H", "H", "H", "H", "H", "H", "H", "H", "H", "H", "H", "C", "C", "C", "C", "C", "C", "C", "C", "C", "N", "O", "H", "H", "H", "H", "H", "H", "H", "H", "H", "H", "H", "H", "H", "H", "H", "H", "H", "H", "H", "C", "C", "C", "C", "C", "C", "C", "C", "C", "N", "O", "H", "H", "H", "H", "H", "H", "H", "H", "H", "H", "H", "H", "H", "H", "H", "H", "H", "H", "H", "C", "C", "C", "C", "C", "C", "C", "C", "C", "N", "O", "H", "H", "H", "H", "H", "H", "H", "H", "H", "H", "H", "H", "H", "H", "H", "H", "H", "H", "H", "C", "C", "C", "O", "H", "H", "H", "H", "H", "H", "H", "H", "C", "C", "C", "O", "H", "H", "H", "H", "H", "H", "H", "H", "C", "C", "C", "O", "H", "H", "H", "H", "H", "H", "H", "H", "C", "C", "C", "O", "H", "H", "H", "H", "H", "H", "H", "H", "C", "C", "C", "O", "H", "H", "H", "H", "H", "H", "H", "H"], "xyz": [[-5.527130, 4.023860, 3.594805], [-4.081196, 3.557228, 3.728752], [-3.364607, 3.911046, 2.418832], [-3.455733, 4.316084, 4.905055], [-2.157179, 3.663559, 5.355929], [-2.367006, 2.185241, 5.681212], [-2.934177, 1.388407, 4.490867], [-1.845426, 1.217541, 3.439595], [-3.387006, 0.037989, 5.025736], [-4.113204, 2.130453, 4.050206], [-4.775771, 1.409390, 3.017413], [-5.571606, 5.114781, 3.551129], [-6.021552, 3.647121, 2.698555], [-6.131373, 3.708352, 4.450560], [-3.569596, 4.951445, 2.153529], [-2.275100, 3.906662, 2.546236], [-3.599380, 3.243450, 1.592838], [-3.191670, 5.295237, 4.487581], [-4.161204, 4.467163, 5.720651], [-1.373984, 3.748445, 4.601226], [-1.808769, 4.156854, 6.267677], [-3.040204, 2.050917, 6.532220], [-1.386827, 1.784751, 5.959656], [-2.224923, 0.633283, 2.596811], [-1.103689, 0.571834, 3.934882], [-1.303257, 2.101298, 3.116063], [-4.314353, 0.135301, 5.587386], [-2.621848, -0.352567, 5.701310], [-3.512374, -0.689062, 4.220909], [-5.607005, 1.137413, 3.417851], [2.728553, 5.880402, -5.982093], [1.502392, 5.049926, -5.597199], [0.382971, 6.045830, -5.260712], [1.079763, 4.229861, -6.821284], [0.114847, 3.096060, -6.479188], [0.731343, 2.264227, -5.376936], [1.009310, 3.087173, -4.104083], [-0.312313, 3.458197, -3.402571], [1.754121, 2.125721, -3.190672], [1.881193, 4.176236, -4.486791], [2.220400, 4.957522, -3.350446], [2.927820, 6.635387, -5.219928], [3.613701, 5.249149, -6.083393], [2.542751, 6.401345, -6.921775], [-0.568188, 5.537182, -5.067437], [0.588943, 6.601219, -4.346879], [0.180502, 6.687400, -6.118038], [0.613451, 4.887392, -7.559885], [1.968998, 3.847038, -7.336142], [-0.832426, 3.543341, -6.157391], [-0.109406, 2.505689, -7.370460], [1.736947, 1.983068, -5.714929], [0.157084, 1.377970, -5.109986], [-0.486547, 2.890605, -2.489441], [-1.221277, 3.403561, -4.005023], [-0.237266, 4.490687, -3.045865], [1.212702, 1.215706, -2.937969], [2.206030, 2.547853, -2.290850], [2.631749, 1.743391, -3.732796], [3.181733, 4.928045, -3.342263], [1.771832, -2.481154, -5.955898], [2.965962, -2.452931, -5.016393], [4.264140, -2.632720, -5.815069], [2.983170, -1.058651, -4.396511], [3.834579, -0.861600, -3.154944], [3.567897, -1.973864, -2.133670], [3.577477, -3.382135, -2.720063], [5.050961, -3.828522, -2.906564], [2.901167, -4.290008, -1.692703], [2.785058, -3.414118, -3.943376], [2.613968, -4.722296, -4.430534], [1.781445, -3.376968, -6.590108], [0.838717, -2.562610, -5.395671], [1.757423, -1.632149, -6.637624], [4.179226, -2.158528, -6.793082], [5.134596, -2.307592, -5.252256], [4.432903, -3.687994, -6.070811], [3.375580, -0.344590, -5.132374], [1.987219, -0.658411, -4.181752], [4.910281, -0.838150, -3.360063], [3.586519, 0.095584, -2.699098], [2.590077, -1.778070, -1.675850], [4.290236, -1.891390, -1.318258], [5.128338, -4.586663, -3.696723], [5.444858, -4.288107, -2.002714], [5.704074, -3.022255, -3.238849], [1.876571, -3.930390, -1.548397], [3.402533, -4.215065, -0.726337], [2.801952, -5.336559, -1.976649], [3.487449, -5.072919, -4.668114], [-0.733305, -0.461243, -1.828841], [-1.672975, -0.060654, -0.691512], [-1.534493, 1.433451, -0.384262], [-3.153079, -0.251393, -1.056959], [-3.631769, -1.685126, -1.003679], [-3.278708, -2.381911, 0.313598], [-1.782470, -2.253486, 0.662998], [-1.660283, -2.644122, 2.141601], [-1.024839, -3.293145, -0.156453], [-1.349018, -0.865159, 0.488155], [0.007170, -0.704818, 0.859276], [0.312186, -0.444053, -1.523910], [-1.021488, -1.434854, -2.227128], [-0.793126, 0.218733, -2.686951], [-0.480638, 1.667598, -0.211602], [-1.978816, 2.018496, -1.188915], [-2.071585, 1.738575, 0.517614], [-3.727200, 0.377539, -0.370006], [-3.281408, 0.145880, -2.068326], [-4.720692, -1.667242, -1.119070], [-3.261958, -2.214550, -1.886668], [-3.516344, -3.419348, 0.078966], [-3.868122, -1.912155, 1.101830], [-0.665555, -2.625894, 2.579910], [-2.035860, -3.675326, 2.170396], [-2.387058, -2.110040, 2.759153], [-1.152512, -3.210965, -1.236808], [-1.242780, -4.327319, 0.113761], [0.066095, -3.208182, -0.061047], [-0.048332, -0.299785, 1.732666], [1.941238, 4.603101, 5.884493], [2.628619, 5.098061, 4.601491], [2.320850, 6.579081, 4.392072], [4.153278, 4.983373, 4.709759], [4.679046, 3.560790, 4.599164], [4.166561, 2.923139, 3.312338], [2.650007, 2.997238, 3.169851], [2.312708, 2.618954, 1.717236], [1.972680, 1.942257, 4.072901], [2.230280, 4.377800, 3.390422], [0.826826, 4.499482, 3.201096], [1.661587, 5.420643, 6.549079], [1.039587, 4.029650, 5.671914], [2.593986, 3.927895, 6.444896], [1.244829, 6.761613, 4.342677], [2.742265, 7.198191, 5.184006], [2.737831, 6.926061, 3.442612], [4.668286, 5.609595, 3.979305], [4.420883, 5.370921, 5.699417], [5.773361, 3.547012, 4.581223], [4.436864, 2.947097, 5.474413], [4.479445, 1.882613, 3.197918], [4.623981, 3.460346, 2.472183], [2.875697, 1.733304, 1.422128], [2.522040, 3.441601, 1.032569], [1.256374, 2.351665, 1.623570], [2.402741, 0.955370, 3.905687], [0.900078, 1.966751, 3.883337], [2.121398, 2.152496, 5.132095], [0.744470, 5.088791, 2.445142], [-3.338246, -6.473727, 1.405340], [-3.836066, -6.669097, 2.821436], [-5.300720, -7.097065, 2.875909], [-3.025973, -7.639853, 3.511371], [-2.249698, -6.417898, 1.319823], [-3.762904, -5.589551, 0.931721], [-3.543227, -7.365460, 0.797587], [-3.683130, -5.740636, 3.374311], [-5.537828, -7.804511, 2.083432], [-5.945544, -6.214386, 2.848087], [-5.517050, -7.542959, 3.847528], [-2.947893, -8.417029, 2.949858], [3.842752, -0.964786, 1.608657], [4.043712, -1.339515, 3.063902], [2.962696, -2.323691, 3.506210], [5.348508, -1.903679, 3.177286], [4.581282, -0.211935, 1.322150], [2.846015, -0.548488, 1.453715], [3.958276, -1.832109, 0.958340], [3.967000, -0.438235, 3.683132], [2.852687, -3.141304, 2.789073], [1.990393, -1.825975, 3.526767], [3.225528, -2.761168, 4.471355], [5.539408, -2.041184, 4.109615], [-4.515288, 1.502655, -5.130382], [-3.466558, 0.801073, -5.973476], [-2.479994, 0.037812, -5.137487], [-4.085399, -0.144892, -6.857926], [-4.986054, 0.840090, -4.406523], [-5.304844, 1.900445, -5.780121], [-4.125596, 2.414598, -4.668461], [-2.905071, 1.546599, -6.550802], [-1.717786, -0.415579, -5.776409], [-2.988771, -0.778002, -4.616740], [-1.962351, 0.671274, -4.418373], [-4.348916, 0.340058, -7.644312], [-0.212824, -3.700232, 5.498710], [0.069530, -4.379621, 6.830906], [1.091560, -3.608819, 7.619846], [-1.131983, -4.435548, 7.603619], [0.657623, -3.796716, 4.836556], [-0.408585, -2.636582, 5.641112], [-1.010175, -4.147290, 4.900569], [0.435845, -5.392162, 6.626306], [0.766919, -2.579056, 7.782939], [2.054324, -3.591362, 7.109349], [1.237614, -4.058229, 8.604197], [-1.746798, -5.031860, 7.164825], [-1.134246, -4.851511, -5.526526], [-1.287102, -4.329458, -4.106104], [-2.635564, -4.733255, -3.516085], [-0.285808, -4.833750, -3.239613], [-1.798286, -4.298566, -6.193390], [-1.409854, -5.908021, -5.560070], [-0.104879, -4.762029, -5.874862], [-1.305422, -3.225732, -4.104756], [-2.718809, -4.294635, -2.520208], [-2.690747, -5.815798, -3.412030], [-3.422231, -4.295130, -4.131104], [0.568743, -4.720727, -3.675102]], "atomic_forces_ev_per_a": [[-0.567, 0.118, 0.048], [-0.451, 0.023, -0.284], [1.001, 0.318, 0.201], [0.831, 0.171, -0.895], [-0.392, -0.358, 0.709], [0.185, 0.236, -0.151], [0.248, 1.120, 0.364], [0.357, -1.333, 0.223], [0.295, -0.350, -0.232], [-0.712, -0.201, 0.588], [0.287, 0.015, -0.333], [0.101, -0.011, -0.009], [0.174, -0.053, -0.060], [0.156, -0.026, 0.048], [-0.348, -0.127, -0.151], [-0.096, -0.230, 0.009], [-0.257, 0.010, 0.035], [-0.260, 0.137, 0.287], [-0.041, -0.226, 0.061], [-0.015, 0.200, -0.025], [0.177, 0.101, -0.142], [-0.006, 0.151, 0.024], [-0.150, -0.304, 0.014], [0.035, 0.271, -0.182], [0.100, 0.020, -0.218], [-0.303, 0.218, -0.035], [-0.048, 0.043, -0.014], [-0.009, -0.039, -0.028], [-0.155, 0.038, 0.046], [0.002, 0.011, 0.049], [0.096, 0.053, 0.196], [-0.233, 0.893, -0.307], [-0.830, -0.547, 0.294], [0.006, -0.372, -0.283], [-0.098, 0.363, -0.023], [0.585, 0.483, -0.093], [-1.122, -1.263, 0.322], [-0.094, 1.123, 0.589], [1.792, -0.417, -0.162], [0.559, -0.340, -0.404], [-0.236, 0.141, 0.053], [0.040, -0.002, -0.026], [-0.049, -0.035, -0.092], [0.031, -0.019, -0.031], [0.124, -0.095, -0.079], [0.220, 0.243, -0.208], [0.280, 0.287, 0.133], [0.015, 0.204, 0.183], [0.013, -0.221, 0.255], [-0.031, -0.147, 0.021], [0.068, -0.063, 0.043], [-0.210, -0.437, -0.114], [-0.009, -0.032, -0.049], [0.129, -0.294, -0.199], [0.155, -0.096, -0.215], [-0.086, -0.036, -0.047], [-0.467, 0.305, 0.106], [-0.554, 0.283, 0.138], [-0.074, 0.195, -0.129], [0.027, -0.050, 0.071], [-0.340, -1.161, -0.423], [0.407, 0.812, -0.098], [-0.081, -0.931, -0.263], [0.365, 1.324, 0.074], [0.247, -0.845, 0.527], [-0.533, 0.826, -0.019], [0.855, -0.332, 0.509], [-0.189, -0.333, -0.698], [-0.712, 0.142, 0.171], [-0.945, 0.201, 0.297], [0.098, -0.038, -0.087], [0.172, 0.080, 0.066], [0.024, 0.383, 0.091], [0.030, 0.204, 0.204], [0.189, 0.402, 0.183], [0.078, 0.268, -0.184], [-0.085, 0.027, 0.158], [-0.131, -0.247, -0.275], [-0.208, -0.554, 0.043], [-0.081, 0.034, -0.297], [0.084, 0.060, 0.006], [-0.035, -0.158, -0.097], [0.055, -0.261, -0.049], [0.017, -0.079, 0.162], [0.045, 0.161, 0.087], [-0.006, 0.110, 0.214], [0.052, -0.036, -0.019], [0.143, -0.055, -0.068], [0.341, 0.003, -0.132], [-0.004, -0.002, -0.046], [-0.265, 0.309, -0.910], [0.190, -0.089, -0.207], [0.422, -0.140, 0.552], [0.354, -0.053, 0.135], [-0.300, 0.436, -0.203], [0.344, 0.859, -1.299], [-0.051, -0.569, 0.077], [-0.851, -0.630, -0.088], [1.306, -0.083, -0.762], [-1.090, 0.431, 0.936], [0.106, -0.092, -0.152], [-0.044, -0.264, 0.212], [0.274, -0.111, 0.102], [-0.174, 0.135, 0.186], [-0.038, 0.302, -0.286], [0.330, 0.007, -0.201], [-0.039, -0.360, 0.063], [-0.130, -0.117, -0.006], [-0.081, 0.106, 0.064], [0.022, -0.166, 0.011], [0.172, -0.201, 0.198], [-0.086, -0.217, 0.964], [-0.194, -0.383, 0.120], [0.097, 0.141, -0.152], [0.320, -0.069, 0.201], [0.338, 0.412, 0.010], [-0.384, 0.009, 0.070], [-0.328, 0.101, 0.141], [-0.127, 0.220, 0.352], [-0.004, 0.092, 0.026], [0.006, -0.448, 0.275], [0.200, 0.198, -0.038], [-0.378, 0.211, -0.455], [0.337, -0.287, 0.816], [0.244, -0.531, -0.137], [0.293, 0.412, -0.009], [-0.121, -0.810, -0.332], [-0.412, -0.064, 0.150], [0.086, 0.623, 0.382], [0.317, 0.456, -0.507], [-0.215, -0.274, 0.231], [0.087, 0.071, -0.047], [-0.107, 0.215, -0.132], [0.003, 0.086, 0.031], [0.030, -0.041, 0.173], [-0.005, -0.129, 0.124], [0.089, -0.097, 0.035], [-0.247, 0.038, -0.183], [0.030, 0.140, -0.104], [-0.034, 0.213, -0.026], [-0.320, 0.126, -0.052], [-0.033, -0.017, 0.158], [-0.118, 0.034, -0.001], [0.123, 0.074, -0.028], [0.129, -0.023, 0.007], [0.005, 0.143, -0.042], [-0.231, -0.053, -0.301], [-0.004, -0.271, 0.028], [0.042, 0.017, -0.009], [0.032, -0.020, -0.054], [0.437, -0.491, -0.555], [0.296, -0.496, 0.150], [0.038, 0.622, 0.533], [0.010, 0.284, -0.076], [0.007, 0.412, 0.489], [-0.140, -0.090, -0.064], [-0.468, 0.169, 0.001], [-0.081, -0.059, 0.145], [-0.133, 0.038, -0.040], [-0.084, -0.115, -0.490], [0.164, -0.178, -0.052], [-0.018, -0.056, -0.032], [0.219, 0.362, 0.091], [-0.418, -0.405, -0.312], [0.141, -0.050, -0.226], [-0.023, 0.102, -0.012], [-0.033, -0.042, -0.106], [-0.030, -0.054, -0.019], [0.004, -0.067, 0.107], [0.138, 0.004, 0.024], [0.226, -0.009, -0.018], [0.024, 0.026, 0.331], [-0.284, 0.105, 0.116], [0.012, -0.046, 0.015], [-0.394, 0.769, -0.572], [-0.060, 0.048, 0.091], [0.366, -0.507, -0.021], [0.235, 0.233, -0.003], [0.131, -0.009, 0.117], [-0.022, -0.286, -0.025], [0.234, -0.328, 0.376], [-0.143, 0.011, -0.110], [-0.024, -0.004, -0.001], [0.016, 0.078, 0.126], [-0.184, 0.095, 0.070], [-0.155, -0.104, -0.045], [0.598, -0.041, -0.675], [-0.595, 0.080, -0.627], [0.186, 0.042, 0.498], [0.168, -0.094, 0.227], [0.099, 0.171, 0.207], [-0.148, -0.008, -0.002], [-0.267, -0.070, 0.412], [-0.002, -0.054, 0.165], [-0.063, -0.015, -0.093], [-0.016, -0.006, -0.081], [0.005, -0.043, -0.063], [0.015, 0.047, -0.023], [-0.057, -0.033, 0.140], [-0.629, -0.077, 0.152], [0.513, 0.454, 0.192], [0.023, 0.077, -0.118], [0.072, -0.028, -0.088], [0.034, -0.001, -0.011], [-0.011, 0.098, -0.057], [0.435, -0.029, -0.099], [-0.057, -0.097, 0.049], [-0.233, -0.034, -0.212], [-0.184, -0.358, -0.024], [0.157, -0.002, 0.098]], "lowdin_charge": [-0.049, -0.524, -0.025, -0.128, -0.176, -0.132, -0.524, -0.032, -0.029, -0.095, -0.021, 0.086, 0.080, 0.088, 0.087, 0.065, 0.076, 0.122, 0.121, 0.084, 0.113, 0.123, 0.118, 0.071, 0.086, 0.061, 0.091, 0.086, 0.066, 0.104, -0.041, -0.523, -0.033, -0.138, -0.178, -0.135, -0.503, -0.009, -0.043, -0.090, -0.012, 0.080, 0.088, 0.086, 0.069, 0.084, 0.087, 0.120, 0.122, 0.098, 0.113, 0.122, 0.104, 0.049, 0.074, 0.081, 0.059, 0.089, 0.071, 0.107, -0.030, -0.519, -0.018, -0.147, -0.165, -0.132, -0.505, -0.012, -0.026, -0.094, -0.023, 0.083, 0.076, 0.090, 0.089, 0.072, 0.081, 0.124, 0.107, 0.109, 0.092, 0.117, 0.112, 0.073, 0.086, 0.071, 0.071, 0.086, 0.087, 0.089, -0.015, -0.493, -0.025, -0.128, -0.174, -0.112, -0.495, -0.024, -0.026, -0.085, -0.024, 0.075, 0.070, 0.056, 0.078, 0.079, 0.062, 0.122, 0.111, 0.116, 0.089, 0.104, 0.122, 0.073, 0.075, 0.068, 0.049, 0.081, 0.082, 0.081, -0.018, -0.517, -0.044, -0.142, -0.177, -0.137, -0.506, -0.022, -0.003, -0.090, -0.026, 0.084, 0.064, 0.075, 0.080, 0.087, 0.087, 0.122, 0.124, 0.112, 0.107, 0.108, 0.127, 0.064, 0.091, 0.067, 0.065, 0.060, 0.070, 0.109, -0.070, -0.486, -0.057, -0.062, 0.077, 0.068, 0.083, 0.129, 0.076, 0.079, 0.077, 0.083, -0.055, -0.499, -0.054, -0.041, 0.084, 0.067, 0.069, 0.109, 0.086, 0.069, 0.072, 0.086, -0.055, -0.498, -0.067, -0.046, 0.080, 0.077, 0.076, 0.131, 0.084, 0.084, 0.052, 0.086, -0.065, -0.500, -0.063, -0.050, 0.068, 0.079, 0.070, 0.136, 0.084, 0.075, 0.081, 0.086, -0.048, -0.513, -0.051, -0.045, 0.084, 0.084, 0.058, 0.118, 0.047, 0.086, 0.085, 0.049]}